Entry 1:
A structure of composition C25H56FeN12S. Source: the Open Molecules 2025 dataset; level of theory: ωB97M-V/def2-TZVPD.

```
95
Properties=species:S:1:pos:R:3:forces:R:3
Fe 0.33526 0.37870 -0.27259 0.007 0.108 0.145
S 2.60052 0.02119 -0.87206 0.044 -0.054 -0.104
N 0.10594 -0.00545 -2.33678 0.048 0.017 -0.053
N 0.84208 2.10804 2.85593 -0.004 -0.017 0.003
N -0.42455 1.88415 -3.60310 0.010 0.008 -0.002
N 3.54388 -0.43986 1.63551 -0.009 -0.007 -0.014
N 0.78122 0.18030 -4.58906 -0.021 0.003 -0.001
N -0.14162 0.37558 4.03173 -0.029 0.027 0.014
N 0.50614 0.08111 1.77128 -0.015 -0.053 0.026
N 5.09400 -0.30180 0.09992 -0.006 0.044 0.002
N -2.75918 3.12646 0.82571 0.027 0.036 0.012
N -0.81699 -1.27056 -0.20077 0.028 0.020 0.077
N -0.63561 3.59029 -0.00351 -0.053 0.018 -0.028
N -1.37564 1.38580 0.06773 0.067 -0.037 0.000
C -0.80824 -1.87903 1.14913 -0.003 0.002 -0.013
C 0.50413 0.63340 5.31201 0.004 0.008 -0.009
C 4.78090 -0.45764 2.41679 0.001 -0.021 0.018
C 0.23486 0.38507 -5.92498 0.001 0.010 0.006
C -2.17055 -0.82325 -0.59141 -0.048 0.029 -0.035
C 1.99546 2.53813 2.08717 -0.012 0.001 -0.003
C 0.02419 -1.46889 -2.51703 -0.003 -0.026 -0.015
C 0.41327 -1.37826 1.89715 0.011 0.011 0.000
C -0.62936 4.91420 0.59879 -0.003 -0.005 0.008
C -2.51206 0.47022 0.13850 -0.010 -0.051 -0.031
C 0.17204 0.66452 -3.47431 -0.060 -0.006 -0.016
C 0.39536 0.82069 2.85262 0.027 0.011 -0.024
C 0.45433 3.35461 -0.92834 0.005 -0.014 0.008
C 0.30288 3.11268 3.76002 0.011 -0.025 0.019
C -1.58295 2.65488 0.29294 -0.004 -0.017 -0.001
C 2.02447 -0.57012 -4.55030 0.019 0.014 -0.003
C -0.19742 -2.17466 -1.18357 -0.062 -0.041 0.064
C -1.37781 -0.38151 4.10725 -0.004 0.009 0.001
C 3.78761 -0.24370 0.33302 -0.027 -0.006 0.001
C 5.74930 -0.29586 -1.19224 -0.002 -0.009 0.000
C -1.74642 2.15448 -3.07045 -0.001 -0.005 0.000
C 0.10755 2.92095 -4.47178 -0.002 -0.009 -0.005
C 5.83268 -0.65153 1.31640 0.019 0.011 0.005
C -3.31773 2.56835 2.04251 0.002 0.000 0.006
C -3.48435 4.24193 0.23742 0.003 -0.009 -0.010
H -3.58021 3.38363 2.72116 -0.001 -0.001 -0.003
H 0.39386 5.16941 0.88111 -0.002 0.005 0.002
H -4.21870 1.97476 1.86449 -0.002 -0.002 0.002
H -0.09016 1.29445 5.94689 -0.004 0.005 -0.005
H -3.41226 0.91119 -0.30005 -0.001 -0.006 -0.004
H -0.80387 -1.69119 -3.19695 0.017 -0.003 -0.020
H 4.91883 0.48560 2.94945 -0.004 0.012 -0.020
H 6.12260 -1.29297 -1.43240 -0.003 -0.002 -0.002
H 0.31620 2.41466 -1.45618 -0.005 0.003 -0.009
H 1.82539 3.54841 1.71689 0.001 -0.007 0.000
H 0.75738 -2.48634 -0.75873 0.002 0.029 0.002
H 6.18245 -1.68443 1.25291 -0.019 -0.006 -0.006
H 1.14340 2.70720 -4.72102 0.005 -0.005 -0.005
H 1.48414 1.07787 5.15778 0.005 0.009 -0.004
H -1.24976 4.93461 1.48928 -0.014 -0.003 0.008
H 5.04050 0.01733 -1.95246 0.005 0.005 -0.001
H -2.16882 -0.65526 -1.66509 0.009 -0.015 0.005
H -1.71879 -1.58671 1.66540 -0.004 -0.012 -0.002
H -1.98625 0.02364 4.91839 -0.002 0.002 -0.004
H -1.93847 -0.27052 3.18306 -0.001 0.001 0.003
H -0.81319 -2.96942 1.07288 0.004 0.001 0.011
H -1.73996 3.04354 -2.43475 0.002 0.000 -0.003
H 1.30172 -1.80997 1.42470 -0.002 -0.006 0.001
H 0.97548 3.32589 4.59443 0.001 -0.004 0.004
H 1.41972 3.34676 -0.42019 0.003 0.001 -0.001
H 0.06944 3.87673 -3.94581 0.001 0.000 0.002
H 0.48225 4.15253 -1.67504 0.003 0.000 0.000
H 6.69656 -0.00028 1.43591 0.004 -0.011 0.007
H -2.76462 0.23552 1.17630 0.008 -0.015 0.003
H 2.63404 -0.20428 2.00322 -0.003 0.001 0.013
H 4.78019 -1.27206 3.13698 0.007 0.009 0.008
H 0.21967 -0.57376 -6.44468 -0.004 0.000 -0.002
H 0.91484 -1.91041 -2.96385 0.005 -0.002 0.037
H 2.73122 -0.11169 -5.24522 -0.001 -0.002 0.000
H 0.15647 4.03859 3.20417 -0.004 0.010 -0.006
H -0.46954 3.02571 -5.39349 0.000 -0.001 -0.003
H 0.64049 -0.31245 5.83986 0.002 0.000 0.002
H 2.16518 1.88269 1.23754 0.009 0.001 0.003
H -2.08595 1.30805 -2.48392 0.001 0.016 -0.016
H -0.80584 -3.07647 -1.31465 -0.013 0.023 -0.052
H 0.40745 -1.71849 2.93307 0.005 -0.004 -0.013
H -2.44524 2.33477 -3.89234 -0.001 0.001 0.000
H 6.58636 0.40068 -1.17084 0.001 -0.003 0.000
H 2.45169 -0.53794 -3.55174 0.001 0.005 0.001
H -1.22089 -1.44466 4.30753 0.001 0.000 0.005
H -0.98153 5.68110 -0.09530 -0.001 -0.003 -0.005
H -4.52060 3.94569 0.06294 -0.003 0.007 -0.005
H 1.87804 -1.60918 -4.85622 0.002 0.001 0.003
H -2.91602 -1.59504 -0.37380 0.018 -0.009 0.010
H 0.83616 1.08184 -6.51270 0.004 0.002 0.003
H -3.04673 4.50836 -0.72195 0.010 0.009 -0.001
H -2.57342 1.94766 2.54050 -0.003 -0.006 -0.003
H -0.65662 2.79062 4.15476 -0.004 -0.005 0.006
H -3.48773 5.12463 0.88217 0.009 -0.005 0.011
H -0.78565 0.75322 -5.86432 0.002 0.005 0.001
H 2.89311 2.56670 2.71460 0.001 -0.003 -0.002
```
Forces are in eV/Å.

Output
Spin multiplicity: 1
Total charge: +2
HOMO level (alpha / beta): -13.2 / -13.2 eV

---

Entry 2:
A cluster of 3 separate species, C3H12N2O2 in total in a non-equilibrium geometry. Source: the Open Molecules 2025 dataset; level of theory: ωB97M-V/def2-TZVPD.

```
19
Properties=species:S:1:pos:R:3:forces:R:3
O 0.96746 0.55023 1.02440 -0.228 0.963 1.740
O -0.64703 -0.79993 -0.60278 -0.485 0.136 0.567
N -2.30194 1.47988 -0.61812 0.045 -0.165 0.059
N 1.92890 -0.05155 -0.46588 -0.031 -0.496 -1.313
C -2.61279 0.33250 0.23032 -0.050 -0.090 -0.186
C 3.00352 -0.99669 -0.23363 -0.172 -0.040 -0.228
C -1.34039 -0.48786 0.48568 -0.635 0.084 0.095
H 0.97678 -0.45292 -0.68940 1.271 0.284 -0.004
H 1.53542 1.18525 1.50592 -0.160 -0.278 -0.253
H -3.02450 0.67746 1.18415 0.075 -0.048 -0.049
H -0.65944 0.19314 1.17745 0.158 -0.360 -0.631
H -3.14502 1.91254 -0.97589 0.063 -0.060 0.014
H 3.25909 -1.53109 -1.15666 0.056 -0.016 0.112
H 3.89342 -0.48476 0.13227 -0.069 -0.015 0.024
H -3.34851 -0.35726 -0.21813 0.021 0.110 0.048
H 2.16472 0.75291 -1.03993 -0.069 -0.200 0.113
H 2.66314 -1.72032 0.50574 0.066 0.042 0.016
H -1.55261 -1.34306 1.16197 0.211 0.065 -0.137
H -1.76021 1.14152 -1.40748 -0.067 0.084 0.014
```
Forces are in eV/Å.

Output
Spin multiplicity: 1
HOMO level (alpha / beta): -8.8 / -7.7 eV

---

Entry 3:
An isolated molecule of C8H10 in a non-equilibrium geometry. Source: the Open Molecules 2025 dataset; level of theory: ωB97M-V/def2-TZVPD.

```
18
Properties=species:S:1:pos:R:3:forces:R:3
C -1.34049 -0.40109 -0.67799 0.103 -0.833 -1.055
C -0.16170 0.90907 0.85605 -1.498 -2.086 0.159
C 1.18085 -0.93830 0.06133 -0.775 1.099 0.254
C 0.75476 1.44438 0.07648 1.859 0.296 -0.471
C 1.63497 0.37901 -0.49240 1.853 0.290 0.520
C -1.55019 0.79608 0.21985 -1.031 0.894 2.172
C -0.28434 -1.29293 -0.02043 -0.615 -0.926 -0.032
C 0.25676 -0.55513 1.16461 -0.954 -0.243 0.696
H -0.95328 -0.11839 -1.68071 -0.674 0.063 0.373
H -2.30788 -0.94103 -0.74816 0.664 0.125 -0.374
H 1.89828 -1.70027 0.28906 0.208 -0.415 -0.389
H -0.49061 -2.37170 -0.08030 0.084 0.516 0.505
H 1.69907 0.46735 -1.58161 0.102 0.038 0.097
H -1.78986 1.68495 -0.32690 -0.308 0.539 -0.311
H 0.98456 2.47455 -0.16737 -0.978 0.108 -0.643
H 0.25131 -0.95930 2.18638 0.168 0.312 -0.502
H 2.59188 0.53209 -0.02341 1.254 0.085 -0.547
H -2.37410 0.59065 0.94550 0.538 0.140 -0.452
```
Forces are in eV/Å.

Output
Structure (SMILES): C1=C2CC[C@H]3[C@@H](C1)[C@@H]23
Spin multiplicity: 1
HOMO level: -8.1 eV

---

Entry 4:
A structure of composition C54H39BrF4N5O5P2Pb in a non-equilibrium geometry. Source: the Open Molecules 2025 dataset; level of theory: ωB97M-V/def2-TZVPD.

```
111
Properties=species:S:1:pos:R:3:forces:R:3
Pb 0.28362 -0.27676 0.01594 -0.311 -0.634 -0.257
Br -2.27706 3.14463 2.72663 0.067 -0.513 0.399
P 2.54843 -1.07814 -1.51524 -0.314 1.289 -0.081
P -3.10155 1.35153 0.05962 0.933 -1.744 -0.361
F -1.97286 7.08770 -0.46858 0.222 0.151 0.252
F -3.68574 3.22191 -2.32641 0.074 0.574 0.768
F -1.86039 5.95821 1.97509 0.088 -0.489 -0.792
F -2.95145 5.81106 -2.59646 0.098 -0.795 1.187
O 1.52347 -1.51793 1.44399 0.418 -0.049 0.456
O 0.22260 5.02440 -1.66366 0.202 -1.494 1.059
O 0.15555 3.08307 -0.58162 0.095 0.336 -0.012
O -1.28240 -1.71604 1.59469 -0.354 0.054 0.222
O 0.01753 3.17651 -2.74125 0.214 -0.366 0.369
N 0.71287 3.27486 5.19769 -1.008 -1.520 0.025
N 1.30731 4.48902 2.28571 -1.401 -0.140 2.031
N 0.87088 1.40849 3.97442 0.141 0.248 -0.560
N 0.15652 3.74810 -1.63364 -0.531 1.494 -1.452
N 2.70400 2.80736 2.24084 1.379 -0.029 -1.457
C -5.66187 -0.14449 2.91078 0.398 -0.855 -1.034
C -4.26464 -0.60106 -3.49767 -0.127 -1.285 -2.201
C -2.14148 0.32124 -3.76652 2.001 0.731 -0.050
C 4.29774 -0.62891 -1.26126 0.558 -0.812 -0.519
C -2.79775 5.15541 -1.41759 0.049 0.281 -0.403
C -4.31096 -0.00682 -2.28438 -0.478 0.857 2.462
C 1.41203 1.05909 -4.78558 0.501 -0.218 -1.205
C -4.53643 -0.00870 2.07489 -0.737 0.909 -0.555
C -2.18688 5.19693 0.89134 0.056 -0.108 1.427
C -3.22531 0.68522 -1.69793 -0.900 0.251 0.567
C 1.15876 2.72882 4.09498 0.412 0.742 -1.452
C 4.77192 -0.84784 0.03014 -1.813 0.073 -0.005
C -2.95507 3.15012 -0.08465 -0.503 -0.888 1.649
C 1.37853 -3.08688 5.25146 1.874 -0.631 0.450
C 0.09751 1.06579 5.00664 -0.348 0.392 2.449
C -0.45953 -5.25397 -1.73542 1.276 -0.417 0.957
C 0.02909 2.19931 5.81209 -0.066 0.430 -1.145
C 5.22551 -0.18704 -2.24546 -3.592 -0.175 -0.761
C -6.79992 0.62162 2.70751 0.438 0.925 0.264
C -5.75287 1.73611 0.83391 -0.915 -0.760 1.529
C -6.84492 1.60438 1.68784 0.091 -1.351 1.167
C -2.49372 3.86058 1.02694 0.091 0.620 -0.259
C 6.97148 -0.15316 -0.61334 -1.334 0.898 -1.477
C -3.12418 -0.43927 -4.32235 -0.714 -0.025 1.456
C 1.83991 0.23474 -5.82448 -1.777 1.750 -1.028
C 1.43076 -1.97356 2.65847 -1.465 0.564 -0.722
C 1.07642 -3.27562 -1.44159 -1.660 -3.371 -0.090
C -1.26769 -3.05091 -1.14879 0.265 -1.904 -0.429
C 1.73294 3.36281 2.87973 0.047 -0.557 1.472
C 3.28132 -5.05833 -1.90051 -0.647 1.022 0.266
C 0.22585 -2.52183 3.20194 0.692 -0.156 -0.223
C 2.16693 -0.59728 -3.23315 0.944 -1.885 -1.367
C 2.55683 -1.45245 -4.32685 -0.577 1.148 1.494
C 2.38155 -2.87274 -1.51572 2.286 1.877 -0.065
C -3.16550 3.84129 -1.22174 -0.436 0.120 -3.222
C 3.49225 -3.65844 -1.71982 -0.960 -2.003 -0.175
C -4.60903 0.95800 1.04372 0.162 0.421 -0.508
C -1.84107 -3.81488 2.49550 -1.246 0.403 0.055
C -1.50920 -4.45590 -1.45229 0.910 1.068 -0.615
C 2.56036 -2.47946 4.73247 -0.199 -0.106 0.981
C 0.29414 -3.14855 4.44998 -1.559 -0.723 0.039
C 2.25471 -1.05884 -5.61967 1.642 -0.314 -0.491
C -0.03778 -2.45783 -1.09029 -0.092 0.616 -0.175
C 2.55403 -1.93351 3.48498 1.267 0.158 -0.265
C 1.53288 0.59320 -3.50683 0.459 -0.800 -0.302
C -2.26923 5.79808 -0.32517 -0.311 1.546 -1.145
C 0.87416 -4.72022 -1.67437 -0.881 1.609 0.258
C 1.97260 -5.54335 -1.83516 1.574 -1.459 -0.459
C -2.10951 0.85977 -2.47111 0.192 -0.355 -0.247
C 2.05233 4.68807 1.17715 -0.368 0.883 -0.103
C 6.47485 0.08255 -1.92118 3.272 0.297 1.239
C -0.99084 -2.59225 2.40390 0.469 0.531 -0.142
C 2.93121 3.66910 1.16921 0.421 -0.902 -0.631
C 6.06542 -0.51338 0.35510 1.425 -0.792 0.934
H 1.03666 2.04949 -5.02590 -0.132 -0.158 0.357
H 1.78716 -6.64389 -1.91209 0.214 1.005 -0.140
H -1.95969 -4.06874 1.43861 -0.126 -0.433 0.139
H 3.45371 -1.50033 3.02010 -0.401 -0.162 0.477
H -2.87135 -3.55404 2.88862 1.152 -0.403 -0.302
H 6.44761 -0.63756 1.37062 -0.330 -0.018 -0.159
H -7.54745 0.52699 3.50236 -0.226 0.122 -0.734
H -3.61804 -0.58872 2.17834 -0.272 0.095 0.100
H 0.51264 4.92512 2.73145 0.046 0.698 -0.761
H -0.61836 2.40214 6.64921 0.282 -0.260 0.263
H -5.09641 -1.24222 -3.84704 0.391 0.595 0.292
H -1.25628 0.47917 -4.35611 0.358 0.068 -0.180
H 1.82505 5.49333 0.50583 0.129 -0.027 -0.245
H -7.74639 2.19561 1.62888 0.065 0.239 -0.334
H -0.54164 -3.78333 4.81324 0.359 0.752 -0.355
H 4.49781 -3.27867 -1.72356 0.129 0.348 -0.133
H -1.34668 -4.59916 3.06419 -0.361 -0.085 -0.126
H -0.56321 -6.34365 -1.80327 -0.049 0.400 -0.355
H 4.14169 -5.66975 -2.13794 -0.151 -0.311 0.233
H 4.97358 0.04167 -3.28872 -0.589 -0.319 0.517
H -1.23057 1.39295 -2.08221 -0.316 -0.090 -0.471
H 3.48887 -2.42583 5.31709 -0.499 -0.164 -0.142
H 2.59379 -1.62569 -6.49800 -0.336 -0.071 0.536
H -5.21385 -0.03177 -1.66957 0.060 -0.368 -0.287
H -5.74204 -0.98069 3.60404 0.374 0.378 0.218
H 7.98484 0.07671 -0.41887 0.845 0.118 0.462
H -5.86518 2.46805 0.07906 0.488 0.581 -0.887
H -0.22269 0.05285 5.20337 -0.061 0.103 -0.178
H 1.13713 0.81293 3.21273 0.187 0.020 -0.284
H -2.46971 -4.91858 -1.57330 -0.687 0.380 0.376
H -2.90093 -0.91316 -5.26937 -0.600 -0.026 -0.029
H -2.14352 -2.53789 -0.91772 -1.280 1.240 0.480
H 3.59993 3.48104 0.33883 0.185 -0.258 0.415
H 4.02666 -1.24398 0.75966 0.837 0.481 -0.345
H 3.10514 -2.34675 -4.06676 -0.179 -0.274 -0.331
H 1.39793 -3.73662 6.13770 0.125 0.725 -0.179
H 1.63979 0.68886 -6.82359 0.544 -0.892 0.546
H 1.11190 1.13923 -2.74621 -0.674 1.517 1.847
H 7.08210 0.51219 -2.71129 0.421 -0.190 0.257
```
Forces are in eV/Å.

Output
Spin multiplicity: 1
Total charge: -1
HOMO level: -5.5 eV